(1)
The following is a quantum chemistry calculation of a structure of composition C41H33AuBrGeN5OS, from OMol25.

The geometry in ORCA input format:
```
! RIJCOSX wB97M-V def2-TZVPD def2/J DEFGRID3
* xyz 0 3
Au -2.6406 -1.4637 -0.2083
Br 2.3684 5.0354 2.1001
C 3.1442 3.3896 1.6115
C 3.9901 2.7392 2.4985
C 4.5537 1.5320 2.1232
C 4.2280 0.9610 0.8980
C 3.3979 1.6291 0.0044
C 2.8616 2.8535 0.3636
N 4.9125 -0.2609 0.5996
N 4.4188 -1.1161 -0.1420
C 3.1037 -1.3020 -0.5064
C 2.8787 -1.6081 -1.8677
C 1.6331 -1.8565 -2.3440
C 0.4836 -1.9306 -1.4594
O -0.6320 -2.2304 -1.8692
C 0.7369 -1.6948 -0.0104
N -0.3106 -1.8476 0.8066
C -0.1217 -1.7317 2.1076
C 1.1369 -1.5138 2.6730
C 2.2212 -1.3560 1.8451
C 2.0302 -1.4128 0.4549
H 4.2176 3.1812 3.4583
H 5.2521 1.0202 2.7724
H 3.1797 1.2263 -0.9768
H 2.2182 3.3826 -0.3249
H 3.7403 -1.6014 -2.5233
H 1.4507 -2.0468 -3.3928
H -1.0058 -1.8221 2.7296
H 1.2410 -1.4617 3.7476
H 3.2073 -1.2027 2.2613
N -2.2395 -4.8073 -2.0036
C -2.1109 -4.6138 -0.6767
S -3.3780 -3.9942 0.2384
N -0.9369 -4.9365 -0.0825
C 0.2822 -5.3783 -0.6351
C 1.4562 -4.9658 -0.0046
C 2.6901 -5.3521 -0.4957
C 2.7740 -6.1561 -1.6249
C 1.6078 -6.5954 -2.2295
C 0.3630 -6.2260 -1.7367
H -3.0562 -4.3669 -2.3946
H -1.4080 -4.7708 -2.5731
H -0.9171 -4.6634 0.8874
H 1.3926 -4.3390 0.8765
H 3.5909 -5.0160 0.0024
H 3.7379 -6.4519 -2.0159
H 1.6578 -7.2508 -3.0894
H -0.5340 -6.6240 -2.1888
C -3.6303 0.2750 -0.4245
Ge -2.6373 1.8718 -0.1150
C -3.6791 3.5305 -0.0833
C -4.5410 3.8064 -1.1461
C -5.3032 4.9645 -1.1697
C -5.2165 5.8727 -0.1223
C -4.3667 5.6140 0.9423
C -3.6057 4.4514 0.9586
C -1.7005 1.7155 1.6062
C -2.4352 1.5381 2.7805
C -1.8023 1.3672 4.0033
C -0.4143 1.3788 4.0764
C 0.3307 1.5499 2.9197
C -0.3123 1.7060 1.6972
C -1.2380 2.1283 -1.4739
C -0.4544 3.2827 -1.4825
C 0.5196 3.4845 -2.4518
C 0.7312 2.5244 -3.4332
C -0.0483 1.3764 -3.4464
C -1.0267 1.1845 -2.4777
H -4.6952 0.3158 -0.6290
H -4.6213 3.1047 -1.9704
H -5.9650 5.1603 -2.0043
H -5.8105 6.7778 -0.1373
H -4.2949 6.3180 1.7623
H -2.9448 4.2638 1.7988
H -3.5193 1.5213 2.7394
H -2.3913 1.2319 4.9023
H 0.0806 1.2616 5.0333
H 1.4136 1.5605 2.9656
H 0.2815 1.8273 0.7973
H -0.6162 4.0486 -0.7288
H 1.1047 4.3971 -2.4536
H 1.4840 2.6829 -4.1960
H 0.0933 0.6345 -4.2237
H -1.6367 0.2891 -2.4972
*
```

E_HOMO (alpha / beta) = -0.2476 / -0.2637 hartree
relative energy (zero: lowest compared OMol25 entry of this formula, charge and spin) = 20.0 kJ/mol
total energy = -7115.899101 hartree
M = 993.30 g/mol

Charges per atom according to Löwdin partitioning, unit e: Au 0.57; Br 0.77; C -0.70; C -0.12; C -0.02; C -0.27; C 0.00; C -0.11; N 0.10; N 0.09; C -0.21; C -0.01; C 0.03; C -0.35; O -0.01; C -0.15; N 0.08; C -0.11; C -0.04; C 0.00; C -0.10; H 0.11; H 0.12; H 0.12; H 0.08; H 0.12; H 0.12; H 0.12; H 0.12; H 0.11; N 0.10; C -0.90; S 0.58; N 0.06; C -0.23; C -0.03; C -0.07; C -0.09; C -0.08; C -0.03; H 0.10; H 0.09; H 0.11; H 0.11; H 0.11; H 0.10; H 0.11; H 0.11; C -0.40; Ge 0.84; C -0.28; C -0.11; C -0.10; C -0.10; C -0.10; C -0.11; C -0.28; C -0.11; C -0.09; C -0.10; C -0.11; C -0.11; C -0.27; C -0.12; C -0.11; C -0.10; C -0.10; C -0.11; H -0.08; H 0.10; H 0.10; H 0.10; H 0.10; H 0.09; H 0.11; H 0.10; H 0.10; H 0.09; H 0.08; H 0.11; H 0.10; H 0.10; H 0.10; H 0.07

(2)
The following is a quantum chemistry calculation of a structure of composition C20H27NOOs at a distorted geometry, from OMol25.

The geometry in ORCA input format:
```
! RIJCOSX wB97M-V def2-TZVPD def2/J DEFGRID3
* xyz 0 5
C -0.0456 -1.3867 -3.8802
C -1.2533 -1.2033 -3.1624
C -1.0376 -1.5474 -1.8208
C 0.3031 -1.9501 -1.6991
C 0.9223 -1.8557 -2.9637
Os 0.4124 0.0106 -2.3947
C -1.0466 1.8238 -3.0405
C -0.5432 2.8401 -3.9795
C 0.5896 2.9913 -4.7756
N 2.3232 0.7604 -1.3830
H -1.8133 -1.6660 -1.0571
H -2.2379 -0.9419 -3.5625
H 0.7265 -2.4063 -0.7973
H 1.9679 -2.1010 -3.1642
H 0.0981 -1.1918 -4.9479
H -1.8948 1.3268 -3.5790
H 2.0105 0.3294 -3.5087
H -1.3848 2.1281 -2.0326
H 0.1240 3.5393 -5.6780
H 1.7984 2.9660 -4.8560
C 0.6616 2.2666 -0.1777
C 0.2567 2.5316 1.2669
C -1.0747 3.2909 1.2816
C 0.2130 1.3032 2.1809
C 0.0715 1.4931 3.5489
C -0.0424 0.4188 4.4314
C -0.0982 -0.8931 3.9462
C 0.0158 -1.1524 2.5949
C -0.0447 -2.5694 2.0323
C 1.2566 -3.3229 2.3010
C -1.2396 -3.3583 2.5647
C 0.3534 -0.0605 1.6862
O 0.8238 -0.3268 0.5441
H 0.0313 1.4704 -0.6385
H 1.7251 1.9348 -0.2013
H 0.6086 3.1624 -0.8072
H 1.0262 3.1902 1.6994
H -1.8617 2.6753 0.8261
H -1.3823 3.5415 2.3025
H -0.9856 4.2201 0.7074
H 0.0503 2.5174 3.9299
H -0.1160 0.6009 5.5031
H -0.2353 -1.7362 4.6286
H -0.1601 -2.4634 0.9462
H 1.4061 -3.4441 3.3819
H 1.2274 -4.3162 1.8382
H 2.1065 -2.7675 1.8891
H -2.1748 -2.8297 2.3460
H -1.2795 -4.3407 2.0805
H -1.1579 -3.5015 3.6492
*
```

E_HOMO (alpha / beta) = -0.2458 / -0.2925 hartree
total energy = -998.465106 hartree
M = 487.67 g/mol

Charges per atom according to Löwdin partitioning, unit e: C -0.26; C -0.22; C -0.20; C -0.28; C -0.32; Os 1.16; C -0.24; C -0.14; C -0.10; N -0.11; H 0.13; H 0.12; H 0.11; H 0.12; H 0.12; H 0.04; H 0.06; H 0.02; H 0.04; H 0.10; C -0.15; C -0.35; C -0.06; C -0.07; C -0.04; C -0.04; C -0.03; C -0.09; C -0.39; C -0.05; C -0.07; C -0.25; O -0.02; H 0.01; H 0.01; H 0.09; H 0.15; H 0.09; H 0.07; H 0.08; H 0.12; H 0.11; H 0.12; H 0.10; H 0.08; H 0.08; H 0.09; H 0.08; H 0.08; H 0.07

(3)
The following is a quantum chemistry calculation of a structure of composition C11H19ClErIN3O3P at a distorted geometry, from OMol25.

The geometry in ORCA input format:
```
! RIJCOSX wB97M-V def2-TZVPD def2/J DEFGRID3
* xyz 2 4
C -0.8968 -2.0894 -1.5892
C 0.0134 -0.9212 -1.5340
H -0.3432 -2.9346 -2.0306
H -1.8210 -1.9260 -2.1619
H -1.1615 -2.4164 -0.5628
O 0.8116 -0.9342 -0.4610
I 0.6223 3.5812 -0.9027
Er -0.3151 0.8208 0.3604
P 0.0757 0.7802 -2.7831
C 1.5870 1.4277 -3.6049
C -0.4597 -0.3636 -4.0789
H -2.0612 1.9605 -3.0793
H -0.9320 2.1816 -4.4930
H -0.6953 3.1167 -2.9831
C -1.0301 2.1479 -3.3946
H -1.5067 -0.6313 -3.8870
H -0.3886 0.1893 -5.0214
H 1.2857 1.7065 -4.6297
H 2.3704 0.6630 -3.6389
H 0.1822 -1.2521 -4.0923
H 1.9531 2.3241 -3.0901
C 2.0666 0.8540 -0.6889
O 3.1147 0.4605 -0.8470
Cl -2.7679 0.5105 -0.1708
C 2.0263 0.6574 4.6922
N 0.9854 -0.1553 4.0541
C 0.2099 -1.0422 4.7986
C -0.8583 -1.6819 4.2585
C -1.2852 -1.3144 2.9591
N -0.5789 -0.3770 2.2763
C 0.5689 0.1359 2.7946
O 1.1938 0.9527 2.0146
N -2.3624 -1.7489 2.2776
H 2.9812 0.5138 4.2393
H 2.1032 0.4197 5.7361
H 1.7727 1.6927 4.6042
H 0.5390 -1.1764 5.8543
H -1.4493 -2.4424 4.7991
H -2.8954 -2.5248 2.5341
H -2.6543 -1.1646 1.4722
*
```

E_HOMO (alpha / beta) = -0.5336 / -0.5338 hartree
relative energy (zero: lowest compared OMol25 entry of this formula, charge and spin) = 118.9 kJ/mol
total energy = -2934.339659 hartree
M = 601.88 g/mol

Charges per atom according to Löwdin partitioning, unit e: C -0.04; C -0.32; H 0.14; H 0.10; H 0.11; O -0.21; I 0.43; Er 0.91; P 0.85; C -0.21; C -0.22; H 0.06; H 0.08; H -0.07; C -0.24; H 0.08; H 0.08; H 0.09; H 0.08; H 0.08; H 0.01; C -0.26; O 0.19; Cl 0.02; C 0.04; N 0.00; C 0.05; C 0.04; C -0.29; N 0.03; C -0.45; O -0.11; N 0.21; H 0.11; H 0.10; H 0.11; H 0.17; H 0.15; H 0.11; H 0.02

(4)
The following is a quantum chemistry calculation of a structure of composition C15H28I2LuO4SSi2V at a distorted geometry, from OMol25.

The geometry in ORCA input format:
```
! RIJCOSX wB97M-V def2-TZVPD def2/J DEFGRID3
* xyz 4 3
I 0.6676 -3.3664 -2.0537
I -0.1290 3.3440 -2.0531
V -0.2778 1.3912 -0.3403
Lu -0.7307 -1.5409 -0.2822
S 0.3118 0.0649 -2.1179
C -2.6429 -2.0965 -1.6981
C -3.0315 -1.3684 0.6908
C -0.2281 0.1368 -4.1427
C 0.6549 1.2026 -4.7576
C -1.7084 0.4310 -4.1636
C 0.0826 -1.1916 -4.8019
C -1.7782 1.3323 0.8700
C -2.1087 1.2278 -0.9313
O -4.1179 -1.2773 1.0664
O -3.5403 -2.3636 -2.3732
O -2.6456 1.3190 1.6910
O -3.2151 1.1678 -1.3786
H 0.4884 1.2399 -5.8468
H 1.7088 0.9566 -4.5794
H 0.4657 2.2099 -4.3527
H -2.0661 0.3804 -5.2066
H -1.9250 1.4307 -3.7585
H -2.2876 -0.3019 -3.5789
H -0.1494 -1.1038 -5.8813
H -0.5060 -2.0224 -4.3951
H 1.1434 -1.4480 -4.6999
C -1.0466 -1.1582 3.4234
Si 0.4817 -1.4163 2.3508
C 2.0039 -1.6410 3.4353
C 0.2023 -3.0951 1.5120
C 0.6942 -0.0730 0.9881
Si 1.2926 1.4402 1.9861
C 3.1688 1.3718 2.0625
C 0.8220 3.0612 1.1736
C 0.6366 1.6126 3.7428
H -1.4109 -2.1511 3.7294
H -1.8627 -0.6474 2.8980
H -0.8034 -0.5850 4.3260
H 1.8998 -2.5837 3.9886
H 2.9138 -1.7267 2.8287
H 2.1599 -0.8440 4.1698
H -0.7113 -3.2834 0.8972
H 1.0865 -3.4410 0.9617
H 0.0565 -3.7554 2.3775
H 1.5807 -0.4060 0.3959
H 3.5916 1.5389 1.0698
H 3.5367 2.1686 2.7121
H 3.5673 0.4300 2.4387
H -0.1837 3.1768 0.6951
H 0.7566 3.7227 2.0647
H 1.6180 3.4518 0.5281
H -0.4596 1.6704 3.7549
H 0.9545 0.8354 4.4453
H 1.0191 2.5726 4.1190
*
```

E_HOMO (alpha / beta) = -0.8114 / -0.8108 hartree
relative energy (zero: lowest compared OMol25 entry of this formula, charge and spin) = 0.0 kJ/mol
total energy = -4639.750655 hartree
M = 840.34 g/mol

Charges per atom according to Löwdin partitioning, unit e: I 0.82; I 1.19; V -0.01; Lu 0.94; S 0.52; C -0.08; C -0.02; C -0.66; C -0.09; C -0.08; C -0.10; C -0.22; C -0.36; O 0.26; O 0.23; O 0.24; O 0.22; H 0.14; H 0.11; H 0.00; H 0.14; H 0.06; H 0.06; H 0.14; H 0.04; H 0.10; C -0.13; Si 0.41; C -0.11; C -0.24; C -0.52; Si 0.43; C -0.11; C -0.19; C -0.14; H 0.08; H 0.00; H 0.06; H 0.08; H 0.06; H 0.06; H -0.01; H 0.04; H 0.10; H 0.04; H 0.06; H 0.08; H 0.04; H -0.02; H 0.12; H 0.06; H 0.05; H 0.04; H 0.08

(5)
The following is a quantum chemistry calculation of the molecule C4H5NO2 at a distorted geometry, from OMol25.

The geometry in ORCA input format:
```
! RIJCOSX wB97M-V def2-TZVPD def2/J DEFGRID3
* xyz 0 1
O -2.1197 1.7936 0.0052
C -1.1157 1.1197 0.0567
C -0.8373 -0.2463 0.5994
C -0.2681 -1.2492 -0.3071
N 0.8561 -0.7758 0.4590
C 1.6221 0.2549 -0.0805
O 1.2935 0.9758 -1.0053
H -0.1526 1.4349 -0.3734
H -1.0525 -0.4756 1.6320
H -0.2882 -0.9948 -1.3640
H -0.5012 -2.2800 -0.0810
H 2.5636 0.4428 0.4591
*
```

E_HOMO = -0.3548 hartree
relative energy (zero: lowest compared OMol25 entry of this formula, charge and spin) = 323.1 kJ/mol
total energy = -360.546373 hartree
M = 99.09 g/mol
SMILES = O=C[C@H]1CN1C=O

Charges per atom according to Löwdin partitioning, unit e: O 0.07; C -0.22; C 0.00; C -0.17; N 0.04; C -0.32; O 0.01; H 0.08; H 0.14; H 0.13; H 0.12; H 0.13

(6)
The following is a quantum chemistry calculation of a cluster of 2 separate species, C9H13N3O2 in total at a distorted geometry, from OMol25.

The geometry in ORCA input format:
```
! RIJCOSX wB97M-V def2-TZVPD def2/J DEFGRID3
* xyz 0 1
C -0.4751 -0.7419 2.7184
C 0.2479 -0.3320 1.5100
C -1.7228 0.1685 -1.4389
C 0.0148 2.1883 1.4081
C 1.6978 0.0725 -1.0672
C -0.7627 -1.9470 3.1776
C 0.5447 0.8722 1.0054
C -1.7323 -0.9336 -2.3220
C 2.8080 0.7011 -1.9180
N -1.7355 0.8857 -0.5194
N -1.3527 2.0877 1.6887
N 1.2739 1.0108 -0.1412
O 0.6545 3.2158 1.2315
O 1.2351 -1.0342 -1.0857
H -0.8930 0.0074 3.3135
H 0.7619 -1.2193 1.0976
H -1.0655 -2.2410 4.2278
H -0.4633 -2.8723 2.7287
H -2.5674 -1.4997 -1.8661
H -0.8664 -1.5088 -2.4850
H -1.9997 -0.7374 -3.3202
H 2.3864 1.2824 -2.6541
H 3.2525 1.3912 -1.1369
H 3.3942 -0.0364 -2.3895
H -1.8670 1.3040 1.1826
H -1.8577 2.9405 2.0111
H 1.5170 1.9792 -0.3082
*
```

E_HOMO = -0.2946 hartree
relative energy (zero: lowest compared OMol25 entry of this formula, charge and spin) = 120.7 kJ/mol
total energy = -665.423638 hartree
M = 195.22 g/mol
SMILES = C=C/C=C(/NC(C)=O)C(N)=O.CC#N

Charges per atom according to Löwdin partitioning, unit e: C -0.19; C -0.03; C -0.19; C -0.47; C -0.48; C -0.01; C -0.24; C -0.05; C 0.03; N 0.18; N 0.11; N 0.10; O 0.05; O 0.07; H 0.07; H 0.12; H 0.08; H 0.04; H 0.12; H 0.07; H 0.07; H 0.05; H 0.11; H 0.07; H 0.07; H 0.12; H 0.13